No. 1
Here is 5 unconnected molecules or ions with the total composition C2H13O5 in a non-equilibrium geometry from OMol25. Energies are from ωB97M-V with the def2-TZVPD basis set.

- ΔE to the lowest compared entry with this formula, charge and spin (kJ/mol) = 37.0
- multiplicity = 1
- gap between HOMO and LUMO (eV) = 8.80
- calculated total energy (hartree) = -460.239138
- HOMO level (eV) = -4.925
- charge = -1

```
20
Properties=species:S:1:pos:R:3:forces:R:3
C 0.856 0.224 1.740 0.8345 1.6393 0.8508
O 0.086 1.363 2.206 -0.0493 -0.5668 -0.2962
C 0.487 -1.024 2.492 -1.3920 -0.6795 -1.2374
H 1.877 0.555 1.976 0.1693 -0.5709 -0.0009
H 0.814 0.154 0.663 -0.3271 -0.4168 -0.1887
H -0.439 -1.458 2.066 0.0484 0.5425 0.1260
H 0.266 -0.798 3.526 0.4438 -0.1294 0.3675
H 1.164 -1.849 2.296 0.6570 0.1056 0.4930
H -0.439 1.139 -2.526 0.1181 -0.0650 -0.0145
H -1.419 0.443 -3.346 -0.2211 -0.1733 -0.0049
O -0.999 1.306 -3.298 0.1986 0.0876 0.0994
H 0.905 -1.055 -1.419 -0.3639 -0.1489 0.3335
H 1.778 -1.549 -2.543 0.0545 -0.3519 -1.0175
O 1.860 -1.234 -1.659 0.1592 0.3881 0.7555
H -1.210 0.724 -0.422 -0.1954 -0.9772 -0.1040
H -1.353 -1.475 -1.169 -0.0303 -0.0162 0.0296
O -0.684 -0.817 -0.973 0.2471 0.6121 -0.2141
H -0.448 1.635 1.448 -0.4072 0.1136 -0.0850
H -1.508 2.125 -0.925 -0.1430 0.2284 -0.1122
O -1.595 1.591 -0.133 0.1988 0.3788 0.2202
```
Forces are in eV/Å.



No. 2
Here is 2 unconnected molecules or ions with the total composition C23H42BCl2FN6O13P3 in a non-equilibrium geometry from OMol25. Energies are from ωB97M-V with the def2-TZVPD basis set.

- multiplicity = 1
- gap between HOMO and LUMO (eV) = 8.19
- calculated total energy (hartree) = -4277.313736
- HOMO level (eV) = -11.128
- charge = +1

```
91
Properties=species:S:1:pos:R:3:forces:R:3
C -3.307 2.833 -5.052 0.0545 -0.1499 -0.2747
C -2.078 2.785 -4.165 0.1398 0.3570 -0.0023
Cl -1.160 4.303 -4.486 0.0271 0.1161 -0.0909
C -2.254 2.679 -2.623 -0.0220 -0.0895 -0.0218
Cl -3.881 3.323 -2.201 -0.1530 0.0762 -0.1444
C -1.956 1.256 -2.008 -0.3683 -0.2602 0.3326
P -3.039 0.120 -3.057 0.4263 -0.1499 -0.3182
O -2.474 -0.173 -4.394 -0.0644 -0.0150 0.0085
C -0.396 0.876 -2.093 -0.3282 -0.1051 -0.3123
C -0.010 -0.321 -3.004 0.4109 0.1336 0.2451
C -0.388 -1.744 -2.641 0.1988 -0.0879 -0.3738
C -0.009 -2.659 -3.833 -0.3187 0.1436 0.0951
C 0.275 -4.028 -3.312 -1.5790 -1.8261 0.9602
O -0.604 -4.821 -2.974 1.7275 1.6742 -0.5417
O 1.571 -4.319 -3.082 -0.0557 -0.4016 -0.1144
P 0.833 2.139 -2.813 1.0049 0.0584 0.2480
N 2.331 1.839 -2.475 -0.7805 0.1486 0.4149
N 0.217 0.664 -0.755 -0.7920 0.5169 0.3627
C -0.464 0.317 0.337 0.2287 -0.3088 0.2843
N 0.183 0.289 1.501 -0.4103 -0.1940 -0.1726
C 1.587 0.510 1.739 0.1412 0.1246 -0.2039
P 2.355 -0.698 2.858 1.5971 -0.1124 -0.3709
O 3.753 -0.891 2.444 -1.0956 0.2166 0.4364
O 2.145 -0.055 4.300 -0.2506 0.0834 0.0908
O 1.478 -1.994 2.782 -0.2158 -0.5555 0.1582
O -0.547 0.008 2.641 -0.0076 -0.0452 -0.0930
B -0.976 1.115 3.394 -0.6593 0.0654 -0.1156
O -0.868 2.379 2.863 0.5994 -0.3317 0.4274
O -1.674 0.747 4.497 0.7989 -0.2612 -0.0357
N -1.807 0.098 0.303 0.6716 -0.6776 -0.9837
C -2.402 -1.230 0.592 0.0529 0.1222 0.6823
O -1.414 -2.166 0.897 0.1353 0.0366 -0.1304
C -2.048 -3.435 1.169 -0.0007 -0.0484 0.3740
O -1.395 -4.093 2.199 0.3806 0.3871 -0.2781
C -1.136 -5.498 1.987 -0.3360 -0.1524 0.1779
C 0.235 -5.854 1.450 0.1540 0.3644 0.0062
O 1.162 -6.140 2.483 -0.1256 -0.0556 0.0137
C -2.539 1.107 -0.505 0.1360 0.6614 0.2882
N -3.912 0.697 -0.539 -0.2534 0.0184 -0.4294
C -2.521 2.403 0.382 -0.2216 -0.2277 -0.0195
C -1.375 3.361 0.432 0.9606 -0.5248 -0.6128
O -0.266 3.264 -0.021 -1.1134 0.3347 0.4925
F -1.744 4.422 1.139 0.1977 0.2823 -0.0060
H -4.031 2.061 -4.811 -0.1023 0.0149 0.0735
H -2.977 2.642 -6.070 0.0147 0.0139 -0.0755
H -3.766 3.816 -5.037 -0.1605 -0.0157 0.1842
H -1.446 1.982 -4.523 0.0948 -0.1584 0.0986
H -1.595 3.414 -2.184 0.1779 -0.0750 0.1696
H -3.284 -1.015 -2.285 -0.0642 -0.0947 0.1464
H -4.261 0.771 -3.097 -0.2248 0.1075 0.1468
H -0.281 -0.085 -4.025 -0.2838 -0.0494 -0.1028
H 1.082 -0.329 -2.985 0.1039 0.0662 -0.0903
H -1.443 -1.901 -2.466 -0.1619 -0.0263 0.2806
H 0.180 -2.038 -1.759 -0.1423 -0.0890 0.2090
H -0.857 -2.728 -4.506 0.0001 0.1442 -0.1902
H 0.847 -2.250 -4.364 0.0908 0.0609 -0.0984
H 2.147 -3.814 -3.665 0.0661 0.1847 0.1031
H 0.428 3.398 -2.385 -0.1056 0.1523 -0.0996
H 0.551 2.130 -4.174 -0.1799 -0.0245 -0.1888
H 2.557 1.016 -1.938 0.3034 -0.0927 -0.2097
H 0.952 1.343 -0.574 0.3008 -0.2228 -0.0451
H 1.739 1.522 2.119 0.0986 0.0806 0.0397
H 2.172 0.416 0.827 -0.1802 -0.0536 -0.2011
H 1.537 -0.513 4.889 0.0982 -0.1058 0.1584
H 0.614 -2.023 3.217 -0.1028 0.0051 -0.2590
H -0.166 2.945 3.193 -0.0710 0.2907 0.0652
H -1.528 1.279 5.284 -0.4205 0.2848 0.0305
H -3.082 -1.138 1.445 -0.0376 0.0996 0.0711
H -2.995 -1.557 -0.267 0.2325 -0.0552 -0.2117
H -2.071 -4.030 0.258 0.1208 -0.0480 -0.2388
H -3.071 -3.199 1.480 -0.1350 -0.1245 0.0493
H -1.235 -5.957 2.967 -0.0653 -0.0301 0.0714
H -1.917 -5.911 1.349 -0.0757 0.0108 -0.1166
H 0.161 -6.743 0.832 -0.0712 -0.1362 -0.0579
H 0.594 -5.039 0.823 0.0593 0.0550 -0.2278
H 1.706 -5.370 2.639 0.1689 0.1918 0.0819
H -4.608 1.387 -0.331 -0.0539 0.0642 0.0719
H -4.167 -0.245 -0.314 -0.0821 0.1791 0.1261
H -2.620 2.061 1.412 -0.0806 -0.0463 -0.0445
H -3.411 2.996 0.215 -0.0337 0.0961 -0.1921
N 7.367 3.533 3.634 0.0431 0.0490 -0.0122
C 7.151 2.541 2.774 -0.0040 -0.0269 -0.0152
C 6.139 1.603 2.923 -0.0004 -0.0049 -0.0281
C 5.309 1.701 4.027 -0.0161 0.0755 -0.0364
C 5.525 2.729 4.932 -0.0284 -0.0029 -0.0064
C 6.564 3.616 4.690 -0.0183 -0.0074 0.0170
H 7.825 2.495 1.926 -0.0054 -0.0134 -0.0140
H 6.006 0.811 2.198 -0.0001 -0.0184 0.0036
H 4.509 0.988 4.166 0.0454 -0.0459 0.0790
H 4.906 2.844 5.812 0.0075 0.0022 0.0140
H 6.764 4.432 5.375 -0.0110 -0.0024 0.0181
```
Forces are in eV/Å.